Computed, not measured: a cluster of 8 separate species, C31H83N7O13 in total in a non-equilibrium geometry, with ωB97M-V/def2-TZVPD.

## Properties
HOMO energy ... -8.211 eV
SMILES string ... COCCNCCOC.COCCNCCOC.COCCNCCOC.COCCNCCOC.COCCNCCOC.NC(N)=O.O.O
Energy relative to the best compared isomer or geometry (same formula, charge and spin) ... 116.24 kcal per mole
F_max ... 4.683 eV/Å
Gap between HOMO and LUMO ... 0.31327 Eh
LUMO level ... 0.314 eV
E_tot ... -70530.11598 eV

Geometry (Å):
C  -1.368  6.267  0.066
O  -0.310  6.433  0.998
C  1.017  6.139  0.406
C  1.589  7.244  -0.480
N  3.057  6.972  -0.927
C  4.069  6.541  0.053
C  4.226  7.592  1.174
O  5.114  7.101  2.169
C  5.278  8.132  3.176
H  -2.030  5.452  0.358
H  -1.015  5.916  -0.903
H  -1.994  7.153  -0.037
H  0.872  5.171  -0.075
H  1.667  5.943  1.259
H  1.474  8.122  0.155
H  1.016  7.418  -1.390
H  3.272  7.753  -1.529
H  5.053  6.213  -0.281
H  3.709  5.586  0.435
H  3.233  7.813  1.566
H  4.585  8.535  0.761
H  5.825  8.979  2.761
H  5.967  7.640  3.862
H  4.333  8.560  3.510
C  -1.381  5.333  6.382
O  -0.666  4.174  6.584
C  0.736  4.178  6.163
C  1.233  2.701  5.949
N  1.600  1.957  7.180
C  2.102  0.578  6.832
C  1.954  -0.369  8.030
O  0.602  -0.560  8.146
C  0.247  -1.279  9.306
H  -1.055  6.124  7.059
H  -2.422  5.175  6.660
H  -1.260  5.661  5.349
H  1.288  4.504  7.045
H  1.117  4.819  5.368
H  2.135  2.968  5.397
H  0.560  2.233  5.231
H  0.844  1.906  7.848
H  3.101  0.371  6.447
H  1.482  0.100  6.074
H  2.534  0.139  8.800
H  2.422  -1.319  7.771
H  0.151  -0.711  10.232
H  1.109  -1.913  9.511
H  -0.625  -1.897  9.089
C  -1.155  1.925  -5.322
O  -0.867  1.461  -6.609
C  -0.643  2.477  -7.629
C  0.208  1.924  -8.805
N  -0.520  0.840  -9.600
C  -1.586  1.332  -10.503
C  -0.924  2.102  -11.686
O  -1.021  3.544  -11.432
C  -0.289  4.407  -12.293
H  -0.358  2.187  -4.626
H  -1.636  1.120  -4.767
H  -1.920  2.694  -5.426
H  -0.037  3.298  -7.244
H  -1.657  2.804  -7.860
H  1.205  1.589  -8.519
H  0.482  2.764  -9.443
H  -0.683  -0.004  -9.070
H  -2.114  2.035  -9.860
H  -2.222  0.500  -10.806
H  -1.402  1.997  -12.660
H  0.102  1.756  -11.813
H  0.761  4.404  -12.002
H  -0.692  5.400  -12.094
H  -0.419  4.054  -13.316
C  -3.028  -9.801  -0.337
O  -3.188  -8.372  -0.390
C  -2.405  -7.787  0.572
C  -3.058  -6.431  0.970
N  -2.792  -5.935  2.332
C  -3.404  -6.798  3.319
C  -3.323  -6.369  4.787
O  -4.072  -7.402  5.427
C  -4.126  -7.232  6.845
H  -1.987  -10.072  -0.510
H  -3.363  -10.274  -1.260
H  -3.492  -10.445  0.410
H  -1.414  -7.629  0.147
H  -2.349  -8.419  1.459
H  -4.134  -6.529  0.829
H  -2.729  -5.616  0.326
H  -3.073  -4.966  2.377
H  -3.117  -7.849  3.288
H  -4.464  -6.793  3.067
H  -3.935  -5.483  4.959
H  -2.286  -6.380  5.122
H  -4.766  -6.417  7.184
H  -3.163  -6.912  7.242
H  -4.384  -8.044  7.525
C  2.545  -6.132  -7.840
O  2.480  -5.209  -6.780
C  1.089  -4.849  -6.386
C  1.197  -4.021  -5.042
N  1.915  -4.777  -4.002
C  2.126  -3.887  -2.825
C  3.165  -4.215  -1.822
O  3.439  -3.444  -0.669
C  2.599  -3.815  0.443
H  1.632  -6.152  -8.436
H  2.730  -7.116  -7.410
H  3.350  -5.758  -8.473
H  0.467  -5.720  -6.179
H  0.592  -4.178  -7.087
H  0.198  -3.795  -4.671
H  1.706  -3.104  -5.339
H  2.743  -5.024  -4.525
H  1.153  -3.750  -2.353
H  2.371  -2.882  -3.170
H  4.071  -4.278  -2.425
H  3.059  -5.223  -1.421
H  1.570  -4.015  0.146
H  2.549  -2.938  1.088
H  3.037  -4.583  1.080
N  -1.873  0.074  2.361
C  -2.174  1.337  2.081
N  -2.517  2.094  3.159
O  -1.913  1.799  0.929
H  -2.193  -0.310  3.239
H  -1.333  -0.467  1.700
H  -2.323  1.625  4.032
H  -2.517  3.091  2.995
O  -3.288  2.660  7.285
H  -3.495  2.910  8.185
H  -2.828  3.418  6.925
O  -2.331  -0.816  6.319
H  -1.389  -0.816  6.492
H  -2.617  0.067  6.554

---

Computed, not measured: a cluster of 10 separate species, C31H84B2N22O15P in total in a non-equilibrium geometry, with ωB97M-V/def2-TZVPD.

## Properties
HOMO energy ... -10.141 eV
F_max ... 5.066 eV/Å
Gap between HOMO and LUMO ... 0.28113 Eh
LUMO level ... -2.491 eV
E_tot ... -107651.61518 eV
Charge ... +1

Geometry (Å):
C  -3.338  -1.013  4.221
C  -2.793  -2.340  3.688
C  -2.156  -2.404  2.292
C  -2.115  -3.911  1.909
C  -0.796  -1.694  2.066
C  0.166  -2.009  3.218
N  0.741  -3.380  3.146
C  2.065  -3.437  3.757
C  -0.237  -2.289  0.784
O  -1.157  -2.238  -0.254
N  1.098  -1.698  0.469
C  1.697  -2.269  -0.760
B  1.033  -1.841  -2.134
O  1.306  -2.568  -3.259
O  0.175  -0.771  -2.242
C  1.215  -0.223  0.676
B  2.377  0.568  -0.096
O  2.261  0.949  -1.407
O  3.512  0.961  0.553
C  4.123  0.031  1.462
C  -0.166  0.430  0.628
C  -0.030  1.938  0.400
C  -1.243  2.877  0.507
C  -2.045  3.051  -0.797
C  -3.471  3.606  -0.527
C  -4.617  2.975  -1.321
N  -5.615  2.337  -0.441
C  -1.001  -0.115  1.795
O  -2.407  0.128  1.561
C  -2.736  -0.146  0.346
N  -2.927  -0.517  -0.779
P  -0.687  0.799  3.498
C  -1.998  2.074  3.695
C  0.814  1.874  3.451
C  1.062  2.309  4.924
H  -2.648  -0.520  4.892
H  -3.736  -0.347  3.472
H  -4.187  -1.254  4.853
H  -2.202  -2.803  4.469
H  -3.653  -2.991  3.607
H  -2.911  -2.020  1.621
H  -1.143  -4.375  1.998
H  -2.408  -4.025  0.872
H  -2.809  -4.495  2.492
H  -0.275  -1.881  4.194
H  1.053  -1.374  3.233
H  0.105  -4.009  3.621
H  2.819  -3.067  3.063
H  2.111  -2.924  4.717
H  2.303  -4.474  3.944
H  0.007  -3.329  0.922
H  -1.026  -1.575  -0.940
H  1.671  -2.096  1.217
H  2.773  -2.126  -0.793
H  1.598  -3.351  -0.682
H  1.333  -3.513  -3.085
H  0.600  -0.050  -2.724
H  1.513  -0.072  1.711
H  3.157  0.945  -1.761
H  3.746  -0.981  1.363
H  5.185  0.055  1.275
H  3.987  0.389  2.476
H  -0.549  0.072  -0.328
H  0.288  2.064  -0.628
H  0.785  2.377  0.963
H  -1.955  2.667  1.290
H  -0.829  3.858  0.707
H  -1.553  3.795  -1.407
H  -2.131  2.122  -1.348
H  -3.733  3.516  0.524
H  -3.491  4.666  -0.748
H  -5.136  3.716  -1.927
H  -4.267  2.222  -2.017
H  -5.851  2.951  0.326
H  -6.462  2.146  -0.957
H  -1.940  2.341  4.744
H  -1.807  2.977  3.131
H  -2.980  1.662  3.532
H  1.728  1.387  3.137
H  0.638  2.788  2.900
H  1.669  1.553  5.404
H  0.147  2.455  5.475
H  1.666  3.207  4.899
C  1.596  4.633  -2.043
O  0.548  4.363  -1.460
N  1.715  5.651  -2.932
N  2.750  3.937  -1.845
H  2.577  5.887  -3.389
H  0.903  6.208  -3.119
H  2.727  3.187  -1.187
H  3.600  4.165  -2.335
C  4.622  -2.516  -5.381
O  4.126  -1.558  -5.940
N  5.829  -3.043  -5.750
N  4.001  -3.139  -4.324
H  6.251  -3.833  -5.302
H  6.302  -2.608  -6.519
H  3.103  -2.767  -4.046
H  4.391  -3.924  -3.840
C  -2.040  -1.955  -4.730
O  -2.909  -2.328  -5.502
N  -2.332  -1.258  -3.595
N  -0.712  -2.211  -4.942
H  -1.642  -0.941  -2.942
H  -3.296  -1.059  -3.407
H  -0.471  -2.721  -5.771
H  0.014  -1.913  -4.318
C  -2.409  -5.738  5.872
O  -2.029  -5.419  4.754
N  -3.718  -6.010  6.145
N  -1.553  -5.845  6.931
H  -4.052  -6.274  7.051
H  -4.369  -5.942  5.386
H  -0.584  -5.656  6.761
H  -1.843  -6.106  7.854
C  6.258  5.374  -3.630
O  5.231  5.088  -3.026
N  6.289  6.351  -4.580
N  7.440  4.737  -3.398
H  7.114  6.602  -5.089
H  5.429  6.828  -4.783
H  7.446  4.016  -2.703
H  8.291  4.955  -3.880
C  3.265  9.472  -3.925
O  2.531  8.505  -4.047
N  4.475  9.394  -3.285
N  2.937  10.705  -4.408
H  5.091  10.175  -3.167
H  4.734  8.507  -2.896
H  2.057  10.793  -4.879
H  3.523  11.512  -4.315
C  4.569  -6.554  4.896
O  3.713  -5.814  5.353
N  5.557  -7.091  5.668
N  4.604  -6.909  3.572
H  6.267  -7.704  5.316
H  5.557  -6.854  6.642
H  3.886  -6.541  2.980
H  5.295  -7.519  3.180
C  -6.275  -1.459  1.742
O  -6.173  -0.598  2.598
N  -5.902  -1.236  0.446
N  -6.758  -2.714  2.012
H  -5.973  -1.924  -0.279
H  -5.532  -0.325  0.221
H  -7.042  -2.901  2.955
H  -6.850  -3.433  1.322
C  -5.998  -0.045  -6.953
O  -6.746  -1.004  -6.999
N  -6.422  1.224  -7.269
N  -4.686  -0.145  -6.585
H  -5.829  2.029  -7.241
H  -7.379  1.331  -7.544
H  -4.332  -1.060  -6.346
H  -4.066  0.640  -6.542